<w>
This record from OMol25 describes a 2-piece molecular cluster, C6H15N2 overall. The level of theory is ωB97M-V/def2-TZVPD.

XYZ file:
```
23
Properties=species:S:1:pos:R:3:lowdin_charge:R:1
N -3.59 0.73 -1.39 0.00
C 0.32 -0.15 -0.57 0.17
C 1.67 -0.35 -1.19 -0.16
C 2.57 0.60 -0.51 -0.17
C 3.51 0.24 0.35 0.08
C -0.49 -1.17 0.25 -0.16
N -1.53 -0.50 1.20 -0.15
C -0.89 0.28 2.25 -0.11
H -2.51 0.60 -1.38 0.00
H -3.90 -0.08 -1.99 0.04
H -3.97 1.60 -1.71 0.01
H -0.47 0.24 -1.31 0.14
H 1.76 -0.21 -2.21 0.12
H 2.00 -1.35 -0.92 0.14
H 2.44 1.65 -0.80 0.13
H 4.22 0.85 0.90 0.08
H 3.72 -0.80 0.65 0.09
H -1.05 -1.93 -0.48 0.21
H 0.11 -1.78 1.05 0.15
H -1.93 0.25 0.48 0.10
H -0.50 -0.48 2.97 0.10
H 0.00 0.66 1.66 0.08
H -1.51 1.08 2.69 0.11
```

LUMO level   -7.7 eV
Charge   +1
Frontier orbital gap   0.2043 Eh
HOMO level   -13.276 eV
2S+1   1

=====

<x>
This record from OMol25 describes C6H15N2 as an isolated structure. The level of theory is ωB97M-V/def2-TZVPD.

XYZ file:
```
23
Properties=species:S:1:pos:R:3:lowdin_charge:R:1
C -1.44 2.72 0.68 -0.19
C -1.73 1.11 0.56 -0.12
C -0.69 0.49 -0.24 0.02
C 0.23 -0.41 0.26 -0.12
N 1.04 -1.10 -0.56 0.15
C 1.57 -2.34 0.00 -0.26
C 0.75 -3.53 -0.50 -0.06
N -0.09 2.83 1.32 -0.01
H -2.32 3.12 1.26 0.15
H -1.39 2.96 -0.31 0.07
H -1.63 0.86 1.59 0.10
H -2.79 0.94 0.17 0.17
H -0.80 0.41 -1.23 0.08
H 0.39 -0.48 1.41 0.18
H 1.07 1.26 -2.95 0.06
H 1.62 -2.31 1.14 0.14
H 2.60 -2.36 -0.37 0.13
H 0.68 -3.49 -1.61 0.09
H 1.18 -4.49 -0.20 0.09
H -0.28 -3.47 -0.06 0.09
H 1.22 1.03 -2.20 0.01
H 0.08 3.86 1.15 0.10
H 0.72 2.40 0.69 0.12
```

LUMO level   -7.4 eV
Charge   +1
Frontier orbital gap   0.2446 Eh
HOMO level   -14.026 eV
2S+1   1

=====

<y>
This record from OMol25 describes a 2-piece molecular cluster, C6H15N2 overall. The level of theory is ωB97M-V/def2-TZVPD.

XYZ file:
```
23
Properties=species:S:1:pos:R:3:lowdin_charge:R:1
C -3.28 0.46 0.49 -0.23
C -2.05 1.01 -0.25 -0.15
C -0.91 0.11 -0.44 0.11
C 0.20 0.05 0.39 -0.11
N 1.41 -0.41 0.18 0.14
C 2.46 -0.07 1.04 -0.28
C 3.70 0.40 0.29 -0.05
N -2.86 -0.38 1.65 0.02
H -3.98 1.17 0.94 0.13
H -3.89 -0.05 -0.28 0.12
H -1.52 1.79 0.37 0.15
H -2.35 1.50 -1.19 0.14
H -0.79 -0.12 -1.52 0.16
H 0.19 0.70 1.30 0.15
H 1.62 -2.46 -4.83 0.00
H 2.18 0.69 1.84 0.14
H 2.62 -0.96 1.67 0.16
H 3.91 -0.33 -0.49 0.08
H 4.60 0.55 0.87 0.09
H 3.41 1.28 -0.28 0.08
H 1.39 -3.12 -5.06 0.00
H -3.77 -0.65 2.00 0.08
H -2.29 -1.15 1.33 0.06
```

LUMO level   -7.5 eV
Charge   +1
Frontier orbital gap   0.2253 Eh
HOMO level   -13.659 eV
2S+1   1

=====

<z>
This record from OMol25 describes an isolated ion of composition C6H15N2 and charge +1. The level of theory is ωB97M-V/def2-TZVPD.

XYZ file:
```
23
Properties=species:S:1:pos:R:3:lowdin_charge:R:1
C 0.89 -0.57 2.06 -0.09
C -0.06 0.52 1.65 -0.22
C 0.20 0.79 0.19 -0.29
C 1.27 1.42 -0.30 -0.13
N 1.94 2.28 0.61 0.06
C -0.75 0.27 -0.91 -0.16
C -0.75 -1.24 -1.09 -0.14
N -1.78 -1.74 -2.09 0.17
H 1.83 0.03 2.40 0.13
H 0.36 -1.00 2.88 0.06
H 0.96 -1.43 1.42 0.06
H -1.07 0.04 1.59 0.12
H -0.06 1.37 2.27 0.10
H 1.52 1.75 -1.44 0.17
H 1.62 2.26 1.50 0.01
H 2.87 2.76 0.56 0.13
H -0.49 0.88 -1.84 0.14
H -1.67 0.70 -0.78 0.08
H 0.21 -1.75 -1.37 0.15
H -0.92 -1.94 -0.28 0.12
H -2.43 -0.89 -2.25 0.21
H -1.45 -1.92 -3.04 0.16
H -2.23 -2.60 -1.73 0.18
```

LUMO level   -3.7 eV
Charge   +1
Frontier orbital gap   0.2658 Eh
HOMO level   -10.980 eV
SMILES string   CC/C(=C\N)CC[NH3+]
2S+1   1

=====

Which structure is the most stable? The one labeled <z>.

=====

<w>
This record from OMol25 describes an isolated ion of composition CH3N2OS and charge -1. The level of theory is ωB97M-V/def2-TZVPD.

XYZ file:
```
8
Properties=species:S:1:pos:R:3:lowdin_charge:R:1
C -0.01 -0.05 -0.70 -0.27
N -0.25 0.31 0.69 -0.42
S -1.74 1.85 0.59 -0.04
N 0.51 -0.41 1.55 -0.18
O 1.28 -1.22 1.01 -0.21
H -0.65 0.52 -1.36 0.00
H 1.05 0.13 -0.94 0.06
H -0.19 -1.13 -0.83 0.06
```

LUMO level   3.8 eV
Charge   -1
Frontier orbital gap   0.2746 Eh
HOMO level   -3.673 eV
SMILES string   CN([S-])N=O
2S+1   1

=====

<x>
This record from OMol25 describes a 2-piece molecular cluster, CH3N2OS overall. The level of theory is ωB97M-V/def2-TZVPD.

XYZ file:
```
8
Properties=species:S:1:pos:R:3:lowdin_charge:R:1
C 1.14 0.34 -0.02 -0.44
N 0.01 1.03 0.12 -0.03
N -1.64 -0.46 0.10 -0.84
O -1.26 -1.63 -0.07 -0.21
S -2.99 0.31 -0.05 0.39
H 1.84 0.72 0.78 0.06
H 1.11 -0.71 0.08 0.03
H 1.79 0.40 -0.94 0.04
```

LUMO level (alpha / beta)   4.1 / 4.1 eV
Charge   -1
Frontier orbital gap (alpha / beta)   0.2414 / 0.2460 Eh
HOMO level (alpha / beta)   -2.448 / -2.592 eV
2S+1   1

=====

Which structure is the most stable? The one labeled <w>.

=====

<w>
This record from OMol25 describes C9H12N2O in the gas phase. The level of theory is ωB97M-V/def2-TZVPD.

XYZ file:
```
24
Properties=species:S:1:pos:R:3:lowdin_charge:R:1
C 0.04 2.74 -1.33 -0.05
C -0.60 1.40 -1.18 -0.34
C -1.85 1.35 -0.38 -0.09
N -2.43 0.35 0.20 0.09
C -1.83 -0.93 0.32 -0.31
O -2.19 -1.56 1.48 -0.04
C 0.01 -0.64 0.22 -0.03
C 0.39 0.38 -0.59 -0.20
C 1.77 0.22 -0.74 -0.05
C 2.16 -0.79 0.10 -0.11
N 1.10 -1.30 0.76 -0.16
C 1.09 -2.39 1.59 -0.06
H 0.42 3.09 -0.34 0.11
H -0.81 3.23 -1.79 0.08
H 0.85 2.43 -2.01 0.09
H -0.70 1.01 -2.12 0.12
H -2.33 2.37 -0.36 0.13
H -2.04 -1.64 -0.50 0.15
H -2.01 -0.97 2.28 0.14
H 2.32 0.84 -1.42 0.09
H 3.17 -1.24 0.27 0.13
H 0.26 -3.09 1.46 0.10
H 2.16 -2.82 1.46 0.12
H 1.04 -2.04 2.62 0.09
```

LUMO level   0.9 eV
Charge   0
Frontier orbital gap   0.3274 Eh
HOMO level   -8.018 eV
SMILES string   C[C@@H]1C=N[C@H](O)c2c1ccn2C
2S+1   1

=====

<x>
This record from OMol25 describes C9H12N2O as an isolated structure. The level of theory is ωB97M-V/def2-TZVPD.

XYZ file:
```
24
Properties=species:S:1:pos:R:3:lowdin_charge:R:1
C 0.88 1.84 0.62 -0.04
C 1.73 1.15 -0.14 -0.09
C -0.34 1.13 0.72 -0.22
C -0.13 0.09 -0.09 -0.08
C -1.40 -1.35 0.15 0.12
C -1.69 1.33 1.33 -0.14
C -2.31 0.07 1.88 -0.10
C 2.23 -0.67 -2.69 -0.04
C 1.64 -1.15 -1.30 -0.11
N 1.08 0.05 -0.62 -0.12
N -2.24 -1.26 1.12 -0.35
O -3.01 -2.10 1.55 -0.05
H 1.08 2.66 1.34 0.12
H 2.69 1.34 -0.43 0.09
H -1.33 -2.20 -0.57 0.11
H -1.72 2.05 2.14 0.12
H -2.37 1.77 0.62 0.11
H -1.77 -0.22 2.83 0.15
H -3.30 0.32 2.33 0.14
H 1.86 0.30 -2.77 0.05
H 2.22 -1.28 -3.53 0.05
H 3.27 -0.51 -2.51 0.06
H 2.34 -1.67 -0.63 0.12
H 0.58 -1.69 -1.33 0.12
```

LUMO level   0.8 eV
Charge   0
Frontier orbital gap   0.3287 Eh
HOMO level   -8.100 eV
2S+1   1

=====

<y>
This record from OMol25 describes a 2-piece molecular cluster, C9H12N2O overall. The level of theory is ωB97M-V/def2-TZVPD.

XYZ file:
```
24
Properties=species:S:1:pos:R:3:lowdin_charge:R:1
C -3.30 0.71 -0.20 -0.11
C -3.01 -0.50 -0.74 -0.14
C -2.25 1.62 0.16 -0.07
C -1.68 -0.97 -0.78 -0.09
C -0.93 1.20 0.07 -0.03
C -0.52 -0.08 -0.43 -0.32
C 2.27 1.08 -0.58 -0.06
C 2.89 -0.96 0.71 -0.04
C 1.72 0.02 0.34 -0.47
N -0.35 -2.35 1.12 0.20
N 0.64 -0.64 -0.30 0.06
O -1.43 -2.04 0.87 -0.02
H -4.42 1.13 -0.31 0.14
H -3.85 -1.16 -1.15 0.13
H -2.35 2.45 0.83 0.09
H -1.44 -1.91 -1.39 0.14
H -0.21 1.88 0.46 0.09
H 1.50 1.67 -1.05 0.07
H 2.86 1.77 0.06 0.10
H 2.92 0.46 -1.23 0.09
H 2.78 -1.96 0.24 0.09
H 2.97 -1.12 1.71 0.03
H 3.86 -0.78 0.39 0.04
H 1.34 0.47 1.21 0.11
```

LUMO level (alpha / beta)   -0.2 / -0.6 eV
Charge   0
Frontier orbital gap (alpha / beta)   0.2693 / 0.2714 Eh
HOMO level (alpha / beta)   -7.559 / -7.995 eV
2S+1   1

=====

Which structure is the most stable? The one labeled <w>.